[1]
A 2-piece molecular cluster, C4H12OS overall at a distorted geometry, computed with wB97M-V/def2-TZVPD.

Last columns: bonded neighbours and bond lengths (Å).
Element x y z (Å)
1 C -1.59764 -0.51352 -1.28394  C2 1.552, H6 1.175, H7 1.034, H8 1.108
2 C -0.71672 0.08397 -0.15400  C1 1.552, C3 1.618, H9 1.074, H10 1.008
3 C -0.58854 1.66379 -0.47667  C2 1.618, S4 1.896, H11 1.107, H12 1.078
4 S 1.27661 1.99315 -0.38598  C3 1.896, C5 1.823
5 C 1.85897 1.10910 1.09841  S4 1.823, H13 1.177, H14 1.021, H15 1.064
6 H -1.59755 -1.67578 -1.11020  C1 1.175
7 H -2.59464 -0.24588 -1.21934  C1 1.034
8 H -1.18813 -0.33224 -2.29747  C1 1.108
9 H 0.17498 -0.50504 -0.26289  C2 1.074
10 H -1.20037 0.05103 0.73022  C2 1.008
11 H -1.30382 2.17025 0.20026  C3 1.107
12 H -0.76559 1.73882 -1.53692  C3 1.078
13 H 1.81631 1.95839 1.91230  C5 1.177
14 H 1.17597 0.52183 1.57861  C5 1.021
15 H 2.70809 0.48014 0.97163  C5 1.064
16 O 0.58727 -2.74297 0.63574  H17 0.938, H18 0.957
17 H 1.30894 -2.77891 0.03805  O16 0.938
18 H 0.64585 -2.97613 1.56219  O16 0.957

Results
HOMO level: -8.19 eV
Structure (SMILES): CCCSC.O
Energy: -632.9490 Ha
Multiplicity: 1

natural (NBO) population analysis, charges in e, atoms 1 to 6: atom 1 (C): -0.6032, atom 2 (C): -0.3999, atom 3 (C): -0.4933, atom 4 (S): 0.1355, atom 5 (C): -0.7610, atom 6 (H): 0.2082

[2]
A 2-piece molecular cluster, C4H12OS2 overall at a distorted geometry, computed with wB97M-V/def2-TZVPD.

Last columns: bonded neighbours and bond lengths (Å).
Element x y z (Å)
1 C -2.42557 -0.25849 -1.59948  C2 1.506, H7 1.083, H8 1.103, H9 1.093
2 C -1.46472 -1.41180 -1.47348  C1 1.506, C3 1.568, H10 1.099, H11 1.095
3 C -0.94949 -1.70499 -0.02211  C2 1.568, S4 1.846, H12 1.087, H13 1.089
4 S -0.42800 -0.17112 0.86269  C3 1.846, S5 2.038
5 S 1.16193 0.41280 -0.27134  S4 2.038, C6 1.847
6 C 2.48628 -0.74520 0.29176  S5 1.847, H14 1.082, H15 1.087, H16 1.089
7 H -3.34271 -0.30530 -1.02521  C1 1.083
8 H -2.67316 -0.13210 -2.66638  C1 1.103
9 H -1.91360 0.70375 -1.52104  C1 1.093
10 H -0.58797 -1.26334 -2.11941  C2 1.099
11 H -1.72624 -2.39798 -1.87191  C2 1.095
12 H -0.12842 -2.41530 -0.08138  C3 1.087
13 H -1.77600 -2.14575 0.53315  C3 1.089
14 H 2.09974 -1.64720 0.74747  C6 1.082
15 H 3.13884 -0.23456 0.99590  C6 1.087
16 H 3.05031 -0.90791 -0.62489  C6 1.089
17 O 0.78022 3.09008 1.64680  H18 0.959, H19 0.949
18 H 0.59530 4.01290 1.46218  O17 0.959
19 H 0.64300 2.59366 0.84920  O17 0.949

Results
HOMO level: -8.75 eV
Structure (SMILES): CCCSSC.O
Energy: -1031.2017 Ha
Multiplicity: 1

natural (NBO) population analysis, charges in e, atoms 1 to 6: atom 1 (C): -0.6301, atom 2 (C): -0.4188, atom 3 (C): -0.5227, atom 4 (S): 0.0937, atom 5 (S): 0.0411, atom 6 (C): -0.7276

[3]
A 2-piece molecular cluster, C4H12OS2 overall at a distorted geometry, computed with wB97M-V/def2-TZVPD.

Last columns: bonded neighbours and bond lengths (Å).
Element x y z (Å)
1 C -1.76759 2.23402 0.10719  C2 1.526, H7 1.100, H8 1.101, H9 1.137
2 C -2.63705 1.02890 0.45305  C1 1.526, C3 1.526, H10 1.105, H11 1.067
3 C -2.06583 -0.24514 -0.16383  C2 1.526, S4 1.815, H12 1.115, H13 1.124
4 S -0.43795 -0.74343 0.46456  C3 1.815, S5 2.009
5 S 0.66984 -1.69196 -0.91721  S4 2.009, C6 1.833
6 C 1.98404 -0.45074 -1.21905  S5 1.833, H14 1.056, H15 1.107, H16 1.072
7 H -0.72773 2.11286 0.44467  C1 1.100
8 H -1.77661 2.34184 -0.98826  C1 1.101
9 H -2.12491 3.17765 0.63232  C1 1.137
10 H -2.76872 0.99230 1.54920  C2 1.105
11 H -3.67545 1.05654 0.20733  C2 1.067
12 H -2.72893 -1.14097 -0.12586  C3 1.115
13 H -2.00496 0.08684 -1.23571  C3 1.124
14 H 2.72688 -1.03887 -1.68532  C6 1.056
15 H 1.56070 0.13341 -2.05929  C6 1.107
16 H 2.21891 0.11044 -0.33651  C6 1.072
17 O 3.29255 1.63621 1.64384  H18 0.958, H19 0.959
18 H 2.48456 2.06075 1.93355  O17 0.958
19 H 3.17656 0.99272 0.94163  O17 0.959

Results
HOMO level: -8.59 eV
Structure (SMILES): CCCSSC.O
Energy: -1031.1858 Ha
Multiplicity: 1

natural (NBO) population analysis, charges in e, atoms 1 to 6: atom 1 (C): -0.6152, atom 2 (C): -0.4169, atom 3 (C): -0.5452, atom 4 (S): 0.0604, atom 5 (S): 0.0870, atom 6 (C): -0.7183

[4]
A 2-piece molecular cluster, C4H12OS2 overall, computed with wB97M-V/def2-TZVPD.

Last columns: bonded neighbours and bond lengths (Å).
Element x y z (Å)
1 C -1.75049 1.66429 -0.45693  C2 1.524, H5 1.095, H6 1.083, H7 1.078
2 C -1.95882 0.15491 -0.48654  C1 1.524, S3 1.802, H8 1.098, H9 1.090
3 S -1.18554 -0.54451 -1.95578  C2 1.802, S4 2.044
4 S -0.96790 -2.54348 -1.58641  S3 2.044, H10 1.352
5 H -2.10158 2.14146 -1.37831  C1 1.095
6 H -0.70913 1.90620 -0.28113  C1 1.083
7 H -2.33249 2.05695 0.36106  C1 1.078
8 H -3.00977 -0.13636 -0.61613  C2 1.098
9 H -1.52488 -0.37676 0.36009  C2 1.090
10 H -2.20404 -2.92974 -1.97560  S4 1.352
11 C 2.44136 0.10795 1.01316  O12 1.430, C13 1.508, H14 1.087, H15 1.090
12 O 1.72655 1.29643 0.66563  C11 1.430, H16 0.962
13 C 1.48115 -1.03827 0.81699  C11 1.508, H17 1.091, H18 1.094, H19 1.093
14 H 3.31756 0.01025 0.37736  C11 1.087
15 H 2.76194 0.15393 2.05427  C11 1.090
16 H 2.30706 2.05468 0.78582  O12 0.962
17 H 1.17597 -1.09340 -0.22926  C13 1.091
18 H 1.92729 -2.00194 1.07946  C13 1.094
19 H 0.60575 -0.88259 1.45228  C13 1.093

Results
HOMO level (spin up / spin down): -13.54 / -13.53 eV
Energy: -1030.8793 Ha
<S²>: 0.753
Total charge: +1
Multiplicity: 2

natural (NBO) population analysis, charges in e, atoms 1 to 6: atom 1 (C): -0.6424, atom 2 (C): -0.5796, atom 3 (S): 0.7325, atom 4 (S): -0.0239, atom 5 (H): 0.2323, atom 6 (H): 0.2600

[5]
A single C4H12P2S2 molecule at a distorted geometry, computed with wB97M-V/def2-TZVPD.

Last columns: bonded neighbours and bond lengths (Å).
Element x y z (Å)
1 C 2.89220 -1.64041 0.25458  P2 1.824, H9 1.097, H10 1.195, H11 1.003
2 P 1.60920 -0.35473 0.42575  C1 1.824, S3 1.903, C4 1.827, H12 1.314
3 S 2.19167 1.37187 0.97289  P2 1.903
4 C 0.40756 -0.53668 -0.93784  P2 1.827, C5 1.502, H13 1.045, H14 1.186
5 C -0.56275 0.60673 -1.01552  C4 1.502, P6 1.773, H15 1.183, H16 1.121
6 P -1.48215 0.38663 0.48489  C5 1.773, C7 1.796, S8 1.940, H17 1.541
7 C -2.77159 1.60934 0.22595  P6 1.796, H18 1.079, H19 1.000, H20 1.084
8 S -1.99102 -1.45113 0.83958  P6 1.940
9 H 3.66878 -1.26721 -0.42519  C1 1.097
10 H 3.16974 -1.87636 1.39276  C1 1.195
11 H 2.48483 -2.52358 0.00980  C1 1.003
12 H 0.92849 -1.01729 1.33348  P2 1.314
13 H -0.14113 -1.38898 -0.68218  C4 1.045
14 H 0.93506 -0.76091 -1.97645  C4 1.186
15 H -0.08627 1.64842 -1.30967  C5 1.183
16 H -1.16395 0.51950 -1.95745  C5 1.121
17 H -0.66408 1.07279 1.59550  P6 1.541
18 H -3.53007 1.65562 0.99195  C7 1.079
19 H -2.37440 2.52244 0.31336  C7 1.000
20 H -3.52011 1.42395 -0.53620  C7 1.084

Results
HOMO level: -8.59 eV
Structure (SMILES): C[P@@H](=S)CC[P@@H](C)=S
Energy: -1638.6512 Ha
Multiplicity: 1

natural (NBO) population analysis, charges in e, atoms 1 to 6: atom 1 (C): -0.9364, atom 2 (P): 1.1147, atom 3 (S): -0.5856, atom 4 (C): -0.7742, atom 5 (C): -0.8171, atom 6 (P): 1.0806

[6]
A 2-piece molecular cluster, C4H12S overall at a distorted geometry, computed with wB97M-V/def2-TZVPD.

Last columns: bonded neighbours and bond lengths (Å).
Element x y z (Å)
1 C -0.65821 2.95664 -0.76794  C2 1.573, H3 1.108, H4 1.041, H5 1.082
2 C -0.23688 1.95627 0.37110  C1 1.573, H6 1.167, H7 1.077, H8 1.033
3 H 0.30274 3.25114 -1.23482  C1 1.108
4 H -1.10097 3.85573 -0.48577  C1 1.041
5 H -1.17411 2.40064 -1.53999  C1 1.082
6 H 0.23772 2.45732 1.31210  C2 1.167
7 H 0.61922 1.31849 0.22884  C2 1.077
8 H -1.07521 1.45429 0.70491  C2 1.033
9 C -0.54504 -2.63735 -0.73094  S11 1.741, H12 1.095, H13 1.066, H14 1.083
10 C 1.22228 -1.60388 1.09190  S11 1.779, H15 1.066, H16 1.119, H17 1.084
11 S -0.52010 -1.81292 0.80247  C9 1.741, C10 1.779
12 H -1.48597 -3.19485 -0.77849  C9 1.095
13 H 0.07986 -3.50032 -0.71400  C9 1.066
14 H -0.39870 -2.13752 -1.68074  C9 1.083
15 H 1.50856 -2.53329 1.52789  C10 1.066
16 H 1.41914 -0.69385 1.71267  C10 1.119
17 H 1.80566 -1.53655 0.18080  C10 1.084

Results
HOMO level (spin up / spin down): -14.78 / -14.77 eV
Energy: -557.4222 Ha
<S²>: 0.753
Total charge: +1
Multiplicity: 2

natural (NBO) population analysis, charges in e, atoms 1 to 6: atom 1 (C): -0.6040, atom 2 (C): -0.6250, atom 3 (H): 0.2107, atom 4 (H): 0.2276, atom 5 (H): 0.2051, atom 6 (H): 0.2185

Look up the multiplicity of the first one.
1

Which of these has the lowest energy?
C4H12P2S2